1.
Computed, not measured: 6 unconnected molecules or ions with the total composition C17H43O12P, with ωB97M-V/def2-TZVPD.

Structure (XYZ):
```
73
C17H43O12P ωB97M-V/def2-TZVPD
C -3.29 -0.35 -0.32
C -2.13 0.58 0.04
C -1.62 1.43 -1.11
O -1.56 0.68 -2.35
P -0.26 0.71 -3.23
O 0.47 1.98 -3.26
O -0.78 0.19 -4.64
O 0.62 -0.55 -2.79
C 0.33 -1.23 -1.57
C 1.29 -2.38 -1.46
O 1.07 -3.51 -1.73
O 2.58 -2.00 -1.08
C 2.70 -1.75 0.26
C 4.06 -1.31 0.64
O 1.75 -1.87 0.99
H -3.26 -1.22 0.35
H -3.23 -0.73 -1.33
H -4.25 0.13 -0.15
H -1.33 0.02 0.52
H -2.49 1.29 0.80
H -2.31 2.26 -1.28
H -0.64 1.85 -0.88
H -0.96 0.96 -5.20
H 0.49 -0.57 -0.72
H -0.69 -1.61 -1.55
H 4.81 -1.77 0.00
H 4.25 -1.57 1.68
H 4.17 -0.23 0.53
C 7.34 0.33 3.10
C 7.34 0.46 1.59
O 6.14 1.05 1.10
H 6.49 -0.27 3.43
H 8.25 -0.15 3.45
H 7.26 1.31 3.57
H 7.41 -0.52 1.12
H 8.20 1.05 1.26
H 6.06 1.93 1.49
C -7.29 -2.19 0.14
C -7.13 -0.94 0.99
O -6.86 0.22 0.21
H -6.39 -2.35 -0.45
H -7.47 -3.06 0.76
H -8.13 -2.08 -0.55
H -6.29 -1.05 1.67
H -8.03 -0.78 1.60
H -7.59 0.35 -0.40
C 3.38 4.59 0.61
C 3.48 3.61 1.77
O 4.79 3.61 2.35
H 4.11 4.35 -0.16
H 2.39 4.55 0.16
H 3.57 5.61 0.94
H 3.31 2.59 1.42
H 2.74 3.84 2.53
H 4.97 4.49 2.68
C -4.88 3.59 -4.20
C -5.19 2.79 -2.95
O -4.33 3.13 -1.86
H -3.84 3.45 -4.50
H -5.52 3.29 -5.02
H -5.03 4.66 -4.02
H -5.02 1.73 -3.13
H -6.23 2.92 -2.65
H -4.46 4.06 -1.66
C 2.28 -5.34 2.71
C 0.92 -5.98 2.55
O -0.10 -5.02 2.28
H 2.26 -4.59 3.50
H 3.05 -6.08 2.94
H 2.57 -4.83 1.78
H 0.62 -6.48 3.47
H 0.94 -6.73 1.76
H 0.14 -4.56 1.47
```

Electronic energy (hartree): -1917.845293
Gap between HOMO and LUMO (eV): 10.52
HOMO level (eV): -9.96
LUMO energy (eV): 0.555
Structure (SMILES): CCCO[P@](=O)(O)OCC(=O)OC(C)=O.CCO.CCO.CCO.CCO.CCO



2.
Computed, not measured: a molecular structure, C17H44BaNO20S5 at a distorted geometry, with ωB97M-V/def2-TZVPD.

Structure (XYZ):
```
88
C17H44BaNO20S5 ωB97M-V/def2-TZVPD
Ba -12.26 -2.15 -2.09
N -9.01 -3.83 -2.75
O -9.53 -2.79 -3.15
O -9.56 -4.54 -1.93
O -7.94 -4.23 -3.22
O -12.47 -1.70 -4.97
C -13.72 -1.12 -5.28
C -14.79 -0.88 -4.18
O -14.47 -0.50 -2.85
H -14.19 -1.75 -6.03
H -13.62 -0.12 -5.70
H -15.36 -1.80 -4.01
H -15.57 -0.20 -4.50
O -9.92 1.09 -4.81
S -10.48 1.27 -3.45
O -10.61 0.12 -2.55
O -9.62 2.46 -2.63
C -9.21 3.61 -3.41
C -9.73 4.88 -2.77
C -12.11 2.11 -3.65
H -9.52 3.62 -4.45
H -8.14 3.78 -3.34
H -10.82 4.96 -2.71
H -9.34 5.70 -3.39
H -9.37 5.04 -1.76
H -12.80 1.38 -4.08
H -11.91 2.93 -4.34
H -12.48 2.33 -2.65
O -12.61 -0.68 0.15
S -12.65 0.66 0.67
O -13.07 1.71 -0.29
O -13.63 0.58 2.04
C -13.05 -0.04 3.18
C -14.19 -0.64 4.01
C -10.92 1.01 1.33
H -12.58 0.70 3.83
H -12.37 -0.86 2.96
H -14.55 -1.50 3.45
H -15.05 -0.01 4.24
H -13.74 -1.13 4.87
H -10.33 1.20 0.44
H -10.69 0.03 1.76
H -11.00 1.83 2.04
O -14.50 -3.55 -1.40
S -15.80 -3.53 -0.72
O -17.01 -3.67 -1.52
O -15.87 -4.70 0.41
C -15.43 -5.93 -0.01
C -15.57 -6.83 1.21
C -15.77 -2.03 0.39
H -14.37 -5.90 -0.28
H -16.00 -6.33 -0.85
H -15.01 -6.53 2.09
H -15.43 -7.87 0.92
H -16.62 -6.69 1.48
H -15.20 -1.22 -0.07
H -15.36 -2.38 1.34
H -16.83 -1.82 0.53
O -12.19 -3.51 0.27
S -12.02 -3.97 1.65
O -12.92 -3.44 2.70
O -12.20 -5.62 1.71
C -11.60 -6.39 0.66
C -11.12 -7.75 1.21
C -10.24 -3.73 2.15
H -10.78 -5.85 0.20
H -12.28 -6.60 -0.17
H -11.78 -8.42 1.76
H -10.32 -7.48 1.91
H -10.59 -8.36 0.48
H -10.15 -2.65 2.05
H -9.63 -4.17 1.36
H -10.12 -4.09 3.17
O -14.13 -6.48 -2.92
S -13.60 -5.54 -3.89
O -12.70 -4.46 -3.54
O -12.94 -6.38 -5.17
C -12.47 -5.81 -6.39
C -11.59 -6.78 -7.18
C -15.07 -4.73 -4.67
H -11.90 -4.90 -6.19
H -13.43 -5.63 -6.87
H -11.31 -6.18 -8.04
H -12.11 -7.65 -7.59
H -10.65 -7.05 -6.71
H -14.79 -4.30 -5.63
H -15.45 -4.02 -3.94
H -15.82 -5.51 -4.79
```

Electronic energy (hartree): -4249.865056
<S²>: 0.759
Gap between HOMO and LUMO (alpha / beta) (eV): 7.41 / 5.82
2S+1: 2
HOMO level (alpha / beta) (eV): -7.56 / -7.39
LUMO energy (alpha / beta) (eV): -0.145 / -1.571



3.
Computed, not measured: 5 unconnected molecules or ions with the total composition C17H44INO5P, with ωB97M-V/def2-TZVPD.

Structure (XYZ):
```
69
C17H44INO5P ωB97M-V/def2-TZVPD
C -0.02 3.86 1.40
P -0.01 2.39 2.54
O 0.28 1.27 1.30
N 1.48 2.51 3.24
I 1.28 2.45 5.29
H 0.01 4.78 2.00
H -0.94 3.83 0.81
H 0.85 3.86 0.73
H -0.56 0.91 1.03
C 1.18 2.13 -2.09
C 0.32 0.88 -2.01
O -1.07 1.11 -2.19
C -1.44 1.65 -3.44
C -1.08 0.77 -4.62
H 0.80 2.88 -1.40
H 2.20 1.89 -1.81
H 1.19 2.55 -3.10
H 0.41 0.45 -1.01
H 0.67 0.11 -2.71
H -1.02 2.66 -3.57
H -2.52 1.77 -3.38
H 0.00 0.70 -4.76
H -1.50 1.18 -5.54
H -1.48 -0.24 -4.47
C -0.67 -4.60 -2.69
C -1.04 -3.20 -3.17
O -2.44 -2.97 -3.22
C -3.12 -3.08 -1.98
C -2.63 -2.11 -0.91
H -1.19 -5.35 -3.28
H 0.40 -4.75 -2.78
H -0.94 -4.74 -1.64
H -0.69 -3.05 -4.19
H -0.54 -2.45 -2.55
H -3.07 -4.11 -1.61
H -4.16 -2.88 -2.21
H -1.61 -2.34 -0.59
H -3.27 -2.17 -0.03
H -2.64 -1.09 -1.29
C -2.42 -7.00 0.27
C -1.87 -5.86 1.12
O -2.57 -5.67 2.34
C -2.53 -6.76 3.24
C -1.13 -7.14 3.70
H -3.50 -6.88 0.13
H -1.93 -7.01 -0.70
H -2.25 -7.97 0.74
H -1.99 -4.92 0.58
H -0.80 -5.99 1.30
H -3.04 -7.63 2.82
H -3.12 -6.43 4.10
H -0.53 -7.55 2.89
H -1.19 -7.89 4.49
H -0.61 -6.26 4.10
C 5.21 7.11 0.63
C 3.85 7.73 0.92
O 2.84 6.79 1.21
C 3.07 5.97 2.36
C 3.19 6.76 3.65
H 5.12 6.36 -0.15
H 5.91 7.88 0.29
H 5.64 6.64 1.51
H 3.50 8.27 0.04
H 3.94 8.47 1.73
H 3.95 5.34 2.21
H 2.22 5.30 2.41
H 4.09 7.38 3.68
H 3.23 6.07 4.49
H 2.32 7.42 3.78
```

Electronic energy (hartree): -1744.082025
Gap between HOMO and LUMO (eV): 5.57
HOMO level (eV): -3.26
LUMO energy (eV): 2.315
Total charge: -1



4.
Computed, not measured: 11 unconnected molecules or ions with the total composition C17H44N10O29S6 at a distorted geometry, with ωB97M-V/def2-TZVPD.

Structure (XYZ):
```
106
C17H44N10O29S6 ωB97M-V/def2-TZVPD
O -0.14 -3.27 -3.02
S 1.10 -3.96 -2.81
O 1.08 -5.19 -2.09
O 1.86 -4.08 -4.27
C 2.74 -3.01 -4.48
C 2.62 -2.05 -3.29
O 2.21 -2.92 -2.22
H 3.74 -3.45 -4.56
H 2.46 -2.52 -5.41
H 1.78 -1.36 -3.39
H 3.53 -1.50 -3.06
O 6.38 1.23 -1.67
S 5.18 2.00 -1.47
O 4.95 3.20 -2.24
O 3.91 0.91 -1.57
C 3.18 0.77 -0.39
C 3.57 1.97 0.45
O 4.90 2.29 0.08
H 2.13 0.80 -0.66
H 3.33 -0.19 0.12
H 3.48 1.81 1.53
H 2.77 2.68 0.22
O -3.25 -2.08 -3.05
S -3.93 -1.04 -2.29
O -4.64 -0.01 -2.97
O -4.85 -1.72 -1.14
C -4.10 -1.87 0.08
C -3.25 -0.61 0.13
O -2.85 -0.43 -1.20
H -4.79 -1.89 0.92
H -3.69 -2.87 -0.08
H -2.40 -0.78 0.80
H -3.64 0.31 0.57
O 1.26 -1.17 3.00
S 1.21 -0.54 4.29
O 1.20 0.90 4.36
O -0.08 -1.16 5.12
C 0.26 -1.37 6.45
C 1.80 -1.38 6.56
O 2.31 -1.12 5.27
H -0.25 -0.71 7.17
H -0.17 -2.35 6.66
H 2.17 -2.34 6.90
H 2.18 -0.66 7.29
O -0.08 3.17 0.25
S 0.21 4.58 0.28
O 0.83 5.22 -0.84
O -1.13 5.38 0.70
C -1.18 5.68 2.10
C 0.27 5.76 2.53
O 0.99 4.85 1.71
H -1.81 6.57 2.21
H -1.80 4.91 2.55
H 0.41 5.54 3.59
H 0.70 6.74 2.33
O 1.42 1.17 -2.94
S 1.44 1.27 -4.38
O 0.86 0.20 -5.15
O 0.66 2.62 -4.85
C 1.55 3.73 -4.81
C 3.01 3.22 -4.70
O 2.90 1.83 -4.96
H 1.42 4.37 -5.68
H 1.41 4.29 -3.89
H 3.31 3.25 -3.65
H 3.77 3.66 -5.35
N -3.80 1.55 3.85
C -2.54 1.09 3.71
N -1.62 1.78 4.46
O -2.31 0.10 3.03
H -4.53 1.18 3.27
H -4.00 2.28 4.51
H -1.88 2.53 5.06
H -0.64 1.59 4.34
N -2.89 2.56 -3.65
C -2.38 2.56 -2.40
N -3.06 3.33 -1.50
O -1.38 1.88 -2.14
H -3.88 2.72 -3.75
H -2.49 1.83 -4.23
H -3.89 3.83 -1.74
H -2.63 3.23 -0.60
N -1.67 -4.68 -0.70
C -2.31 -5.73 -0.14
N -1.48 -6.75 0.17
O -3.51 -5.74 0.15
H -2.25 -3.85 -0.65
H -0.68 -4.60 -0.69
H -1.90 -7.44 0.77
H -0.50 -6.73 -0.03
N -0.25 -0.66 -1.67
C -0.23 -0.83 -0.34
N -0.52 0.33 0.32
O -0.25 -1.95 0.18
H -0.01 -1.43 -2.28
H -0.32 0.23 -2.14
H -0.64 1.21 -0.16
H -0.53 0.16 1.31
N 1.33 -4.44 1.23
C 0.71 -4.44 2.44
N -0.31 -3.54 2.43
O 0.93 -5.17 3.41
H 2.10 -5.08 1.09
H 1.15 -3.71 0.56
H -0.88 -3.43 3.25
H -0.52 -3.01 1.58
```

Electronic energy (hartree): -5792.835999
Gap between HOMO and LUMO (eV): 8.02
HOMO level (eV): -8.44
LUMO energy (eV): -0.420
Structure (SMILES): O=S1(=O)OCCO1.O=S1(=O)OCCO1.O=S1(=O)OCCO1.O=S1(=O)OCCO1.O=S1(=O)OCCO1.O=S1(=O)OCCO1.NC(N)=O.NC(N)=O.NC(N)=O.NC(N)=O.NC(N)=O